{"formula": "C45H109O31P7", "method": "ωB97M-V with the def2-TZVPD basis set", "multiplicity": 1, "smiles": "CCOP(=O)(OCC)OCC.CCOP(=O)(OCC)OCC.CCOP(=O)(OCC)OCC.CCOP(=O)(OCC)OCC.CCOP(=O)(OCC)OCC.CCOP(=O)(OCC)OCC.CCOP(=O)(OCC)OCC.O=C1OCCO1", "energy_ev": -176939.924, "symbols": ["C", "C", "O", "P", "O", "O", "C", "C", "O", "C", "C", "H", "H", "H", "H", "H", "H", "H", "H", "H", "H", "H", "H", "H", "H", "H", "C", "C", "O", "P", "O", "O", "C", "C", "O", "C", "C", "H", "H", "H", "H", "H", "H", "H", "H", "H", "H", "H", "H", "H", "H", "H", "C", "C", "O", "P", "O", "O", "C", "C", "O", "C", "C", "H", "H", "H", "H", "H", "H", "H", "H", "H", "H", "H", "H", "H", "H", "H", "C", "C", "O", "P", "O", "O", "C", "C", "O", "C", "C", "H", "H", "H", "H", "H", "H", "H", "H", "H", "H", "H", "H", "H", "H", "H", "C", "C", "O", "P", "O", "O", "C", "C", "O", "C", "C", "H", "H", "H", "H", "H", "H", "H", "H", "H", "H", "H", "H", "H", "H", "H", "C", "C", "O", "P", "O", "O", "C", "C", "O", "C", "C", "H", "H", "H", "H", "H", "H", "H", "H", "H", "H", "H", "H", "H", "H", "H", "C", "C", "O", "P", "O", "O", "C", "C", "O", "C", "C", "H", "H", "H", "H", "H", "H", "H", "H", "H", "H", "H", "H", "H", "H", "H", "O", "C", "O", "C", "C", "O", "H", "H", "H", "H"], "coordinates": [[-0.220, 14.208, -10.004], [-0.122, 12.682, -10.206], [-0.733, 11.895, -9.184], [0.028, 10.619, -8.497], [1.418, 10.882, -7.956], [-1.104, 10.060, -7.406], [-0.839, 9.618, -6.089], [-0.766, 10.884, -5.253], [-0.062, 9.525, -9.697], [-1.248, 9.394, -10.490], [-2.655, 9.503, -9.839], [-1.136, 14.565, -9.534], [0.537, 14.576, -9.311], [-0.060, 14.828, -10.886], [-0.530, 12.514, -11.202], [0.892, 12.340, -10.414], [-1.611, 9.006, -5.621], [0.135, 9.129, -6.083], [0.068, 11.490, -5.607], [-1.644, 11.512, -5.405], [-0.797, 10.686, -4.181], [-1.246, 9.945, -11.431], [-1.111, 8.413, -10.945], [-2.812, 8.698, -9.121], [-2.626, 10.526, -9.464], [-3.432, 9.507, -10.604], [9.458, 4.845, 6.836], [7.987, 4.994, 6.292], [7.874, 4.764, 4.899], [6.400, 4.889, 4.143], [5.262, 4.277, 4.884], [6.267, 6.444, 3.812], [5.292, 6.884, 2.880], [5.906, 7.793, 1.795], [6.719, 4.234, 2.667], [7.850, 4.539, 2.021], [7.512, 4.462, 0.522], [9.532, 5.132, 7.885], [9.704, 3.792, 6.701], [10.168, 5.455, 6.278], [7.220, 4.437, 6.830], [7.688, 5.980, 6.647], [4.732, 6.029, 2.502], [4.595, 7.514, 3.432], [6.282, 8.634, 2.377], [6.736, 7.300, 1.290], [5.227, 8.023, 0.974], [8.167, 5.544, 2.298], [8.636, 3.856, 2.344], [6.520, 4.895, 0.393], [8.142, 4.976, -0.204], [7.347, 3.449, 0.156], [-1.424, 1.385, -10.834], [-1.613, 0.294, -11.895], [-1.416, 0.861, -13.135], [-0.811, 0.081, -14.413], [0.487, -0.508, -14.039], [-2.006, -0.966, -14.792], [-1.807, -2.127, -15.607], [-1.620, -3.338, -14.816], [-0.631, 1.141, -15.567], [-1.710, 1.499, -16.401], [-2.423, 2.717, -15.718], [-1.496, 1.107, -9.783], [-0.444, 1.859, -10.899], [-2.227, 2.104, -10.997], [-0.845, -0.433, -11.631], [-2.543, -0.274, -11.861], [-2.703, -2.139, -16.226], [-0.921, -1.919, -16.207], [-2.522, -3.515, -14.231], [-1.506, -4.178, -15.502], [-0.759, -3.326, -14.148], [-1.374, 1.805, -17.391], [-2.376, 0.655, -16.579], [-3.248, 2.923, -16.400], [-2.853, 2.522, -14.735], [-1.888, 3.659, -15.839], [5.986, -3.261, 8.980], [7.073, -3.154, 10.069], [7.674, -4.386, 10.352], [9.229, -4.790, 10.061], [9.806, -4.271, 8.784], [9.119, -6.421, 10.072], [10.257, -7.172, 9.583], [11.540, -6.993, 10.357], [10.080, -4.303, 11.378], [10.123, -4.987, 12.569], [9.602, -4.157, 13.775], [6.367, -3.285, 7.959], [5.350, -4.124, 9.180], [5.305, -2.414, 9.056], [7.796, -2.440, 9.676], [6.562, -2.826, 10.975], [9.947, -8.216, 9.637], [10.484, -7.021, 8.528], [12.348, -7.584, 9.926], [11.945, -5.990, 10.224], [11.366, -7.160, 11.420], [9.607, -5.944, 12.490], [11.137, -5.379, 12.649], [9.976, -4.513, 14.735], [10.002, -3.160, 13.587], [8.513, -4.174, 13.753], [2.509, -10.319, -1.098], [2.428, -10.091, 0.361], [1.535, -9.023, 0.563], [0.683, -8.964, 1.963], [-0.321, -7.858, 2.009], [-0.029, -10.355, 2.192], [-1.041, -10.874, 1.428], [-0.981, -12.408, 1.576], [1.822, -8.829, 3.071], [1.477, -9.189, 4.386], [2.760, -9.276, 5.189], [3.203, -11.101, -1.405], [1.570, -10.653, -1.541], [2.751, -9.360, -1.555], [2.131, -11.019, 0.850], [3.352, -9.796, 0.859], [-1.984, -10.563, 1.877], [-0.995, -10.641, 0.364], [-1.983, -12.594, 1.190], [-0.360, -13.067, 0.969], [-1.005, -12.728, 2.617], [0.797, -8.493, 4.878], [0.986, -10.162, 4.357], [3.450, -9.921, 4.645], [3.275, -8.323, 5.308], [2.643, -9.582, 6.229], [-5.861, 0.366, 6.766], [-5.487, -0.144, 8.199], [-6.139, 0.750, 9.145], [-5.739, 0.614, 10.757], [-4.309, 0.385, 10.937], [-6.439, 1.874, 11.454], [-5.978, 2.423, 12.696], [-5.147, 3.737, 12.289], [-6.630, -0.668, 11.315], [-6.712, -0.863, 12.691], [-7.314, -2.278, 12.923], [-6.938, 0.521, 6.817], [-5.376, 1.329, 6.607], [-5.604, -0.247, 5.902], [-5.860, -1.160, 8.329], [-4.472, -0.287, 8.570], [-6.811, 2.453, 13.399], [-5.280, 1.713, 13.140], [-4.332, 3.517, 11.599], [-5.774, 4.420, 11.715], [-4.794, 4.108, 13.251], [-5.703, -0.850, 13.103], [-7.244, -0.050, 13.185], [-7.204, -2.548, 13.973], [-8.379, -2.230, 12.697], [-6.857, -3.118, 12.400], [-9.777, -5.170, -6.114], [-10.656, -4.465, -5.037], [-10.719, -3.084, -5.480], [-10.112, -1.955, -4.439], [-10.821, -1.874, -3.119], [-8.533, -2.265, -4.411], [-7.683, -2.264, -3.231], [-7.251, -3.678, -2.807], [-10.047, -0.584, -5.281], [-9.112, 0.388, -4.904], [-9.294, 1.559, -5.927], [-9.788, -6.238, -5.901], [-10.127, -5.005, -7.133], [-8.761, -4.786, -6.024], [-11.669, -4.853, -5.141], [-10.474, -4.735, -3.997], [-6.814, -1.669, -3.511], [-8.135, -1.630, -2.468], [-7.179, -3.707, -1.719], [-7.995, -4.441, -3.032], [-6.265, -3.848, -3.238], [-9.286, 0.715, -3.879], [-8.118, -0.027, -5.070], [-10.357, 1.741, -6.079], [-8.786, 2.485, -5.658], [-8.985, 1.362, -6.953], [-0.522, 2.220, -1.090], [-0.093, 1.469, -0.137], [0.859, 1.793, 0.755], [1.167, 0.663, 1.624], [0.169, -0.373, 1.122], [-0.533, 0.319, 0.089], [2.162, 0.250, 1.459], [0.892, 1.013, 2.619], [-0.428, -0.644, 1.993], [0.722, -1.171, 0.626]], "atomic_forces_ev_per_a": [[0.592, 0.197, 1.344], [0.604, 0.813, -1.428], [0.085, -0.600, 1.060], [0.553, -0.112, 0.877], [-3.056, -0.794, -1.216], [0.614, 0.687, -2.895], [1.214, 1.557, 1.190], [-0.270, 0.376, 0.167], [-0.021, 1.287, 1.241], [-1.036, -1.862, -1.434], [1.626, 0.642, -0.439], [-0.381, -0.510, -0.256], [0.252, -0.262, 0.162], [-0.111, -0.592, -0.409], [-1.028, -0.605, 0.229], [0.399, 0.286, 0.730], [-0.227, -0.391, -1.057], [-0.155, -0.338, 0.187], [0.266, -0.081, 0.527], [-0.276, -0.202, -0.317], [0.656, -0.050, 0.041], [0.460, 1.181, 0.448], [-0.134, -0.470, 0.457], [-0.127, 0.480, 0.182], [-0.696, -0.308, 0.791], [0.198, -0.331, -0.179], [-1.367, -0.880, -1.122], [0.398, 1.002, 2.110], [-1.535, 0.535, -1.428], [0.578, -1.242, 0.483], [1.559, 0.801, -1.271], [1.059, -0.543, 0.567], [-1.055, 0.661, -0.813], [0.474, -1.146, 0.669], [-3.719, -0.525, 4.116], [2.668, 0.907, -2.285], [-0.547, -0.071, -0.295], [-0.283, -0.131, -0.044], [0.465, 0.041, 0.239], [-0.205, 0.011, -0.151], [0.473, -0.965, -0.028], [-0.069, 0.751, -1.017], [0.058, 0.020, -0.234], [-0.157, -0.202, 0.131], [-0.005, 0.396, -0.677], [0.227, -0.067, 0.225], [-0.339, 0.383, 0.504], [0.291, 0.220, -0.237], [0.251, -0.059, -0.296], [-0.059, 0.334, 0.143], [0.439, -0.012, 0.434], [0.390, -0.235, 0.273], [-0.967, 0.425, -0.169], [1.066, -1.111, 2.505], [-0.222, 0.786, -2.985], [0.782, -1.335, 2.047], [-0.635, -0.228, -0.662], [0.633, 1.883, 0.997], [0.636, 1.647, -0.933], [-0.357, -1.374, 0.765], [0.163, -0.929, 0.128], [-1.239, 1.902, 0.704], [-0.775, -0.631, -2.108], [-0.232, -0.717, -0.171], [-0.097, 0.028, -0.500], [0.247, 0.474, 0.076], [0.280, -0.341, -0.622], [-0.356, 0.452, 0.124], [0.154, -0.342, -0.189], [-0.053, -0.226, -0.415], [0.042, -0.157, 0.177], [0.027, -0.127, 0.016], [0.007, 0.265, -0.123], [0.554, -0.006, 0.213], [-0.140, 0.029, 0.337], [-0.610, -0.083, 0.102], [0.473, 0.041, -0.018], [0.620, -0.324, 0.706], [-0.140, -0.239, 0.474], [-0.997, 0.992, -1.367], [2.056, -2.051, 0.190], [-0.177, 0.384, -1.231], [-0.690, -0.348, 2.055], [0.411, 1.638, 0.386], [0.312, -0.874, -0.382], [0.111, 0.825, 0.068], [-1.260, 0.577, -3.077], [0.060, -1.960, 2.088], [0.699, -0.330, -1.407], [0.144, -0.214, 0.151], [0.143, -0.222, -0.161], [0.184, 0.260, 0.029], [0.201, 0.162, 0.566], [0.440, 0.205, 0.123], [-0.229, 0.063, 0.236], [-0.514, 0.634, -0.083], [-0.287, -0.603, 0.260], [-0.302, 0.334, 0.160], [0.385, -0.313, -0.088], [-0.693, 0.067, 0.027], [0.417, 0.685, 0.641], [-0.041, -0.144, -0.150], [-0.306, 0.212, 0.354], [0.072, 0.259, 0.136], [0.221, 0.082, -1.265], [0.676, -0.856, 0.773], [-2.117, 0.390, 2.085], [-1.260, 2.949, -1.170], [1.493, -1.333, -0.439], [2.961, 0.873, 1.024], [-0.564, -2.275, -0.309], [-1.994, 0.233, -0.412], [-0.370, -0.450, -1.367], [0.200, -0.543, 1.829], [0.589, 0.259, -0.033], [0.410, 0.238, 0.266], [-0.326, 0.186, 0.342], [0.216, -0.176, -0.334], [-0.437, 0.016, 0.284], [0.402, -0.117, -0.427], [-0.096, 0.222, -0.356], [0.081, 0.502, 0.059], [-0.306, -0.823, 0.059], [0.647, 0.707, 0.060], [0.259, 0.136, -0.025], [-0.160, 0.297, -0.454], [-0.003, -0.055, 0.154], [0.058, -0.233, 0.303], [-0.208, 0.303, -0.448], [-0.372, -0.520, -0.198], [0.632, 0.490, 1.461], [-0.273, -0.757, -0.133], [-0.169, -0.046, 2.539], [-1.611, -1.162, -1.518], [0.343, 0.376, 0.494], [-0.304, -1.074, -1.175], [2.253, 0.673, -1.272], [-1.545, -1.451, 1.035], [0.520, 1.854, -2.394], [0.741, -1.723, 0.854], [-0.320, 0.977, 0.678], [0.025, 0.006, -0.275], [-0.136, 0.116, -0.008], [0.051, -0.432, 0.470], [-0.677, -0.012, 0.016], [0.496, 0.727, -0.895], [-0.140, 0.811, -0.354], [0.237, 0.034, 0.063], [0.114, -0.550, 0.429], [-0.226, 0.208, 0.560], [0.202, 0.648, -0.349], [0.243, -0.020, 0.147], [-0.514, -0.190, -0.007], [-0.165, 0.206, 0.194], [0.003, -0.253, -0.079], [0.220, 0.542, -0.480], [-0.090, 0.085, 1.472], [-0.723, -0.969, -2.387], [0.985, 1.974, 2.107], [-0.405, -0.280, 0.700], [1.298, -0.231, -1.935], [-0.287, -0.712, 0.478], [-0.208, 0.378, -0.267], [-0.269, 0.962, 0.411], [-1.703, -2.048, -0.132], [0.670, 1.646, -1.680], [-0.445, -0.211, 0.142], [0.170, -0.105, -0.123], [-0.216, 0.161, 0.242], [0.068, -0.124, -0.102], [-0.230, 0.188, -0.243], [0.929, 0.915, 0.102], [0.166, -0.226, -0.277], [-0.462, -0.586, 0.278], [0.294, 0.085, 0.053], [0.159, 0.089, -0.459], [-0.252, -0.577, -0.008], [0.135, 0.032, 0.012], [0.134, 0.073, 0.520], [-0.115, 0.260, 0.528], [-0.087, -0.097, 0.391], [0.488, -0.680, 0.180], [2.132, -3.017, 4.366], [-0.435, 6.206, -4.252], [1.064, 0.431, -0.093], [-1.075, 0.719, -0.853], [0.870, 0.253, 0.171], [-2.386, -4.251, 0.585], [0.212, 0.839, 0.403], [0.750, -0.247, 0.081], [-0.585, -0.531, -0.775], [-0.542, -0.399, 0.370]]}